Below is one molecule with the formula C3H4N4O, with properties calculated with the ωB97M-V functional and the def2-TZVPD basis.

Computed properties:
Calculated total energy (Ha): -410.8264
E_HOMO (eV): -8.953
Frontier orbital gap (eV): 8.8
ΔE to the lowest compared entry with this formula, charge and spin (eV): 4.814

Geometry (Å):
C 2.5330 -0.0953 0.0154
N 1.2430 0.4588 -0.1474
N 0.1244 -0.1283 -0.2384
N -0.2765 -1.4355 -0.3324
C -1.5338 -1.3225 -0.1629
N -2.1475 -0.0790 0.2003
C -1.0177 0.6738 -0.0474
O -0.9049 2.0168 -0.2637
H 2.6668 -1.1614 0.6865
H 3.3238 0.6130 -0.0200
H -2.3285 -1.9408 0.0182
H -1.6823 2.4004 0.2918